(1)
A cluster of 5 separate species, H10O5 in total, computed with ωB97M-V/def2-TZVPD.

SMILES: O.O.O.O.O
LUMO level in eV: 0.41
Relative energy (zero: lowest compared OMol25 entry of this formula, charge and spin) in eV: 0.906
HOMO energy in eV: -10.5534

The geometry in ORCA input format:
```
! wB97M-V def2-TZVPD RIJCOSX def2/J DEFGRID3
* xyz 0 1
O 0.321 1.335 -1.922
H 0.131 2.278 -1.992
H 0.790 1.117 -2.735
O -0.093 -0.131 0.567
H 0.415 0.313 -0.137
H -0.979 -0.234 0.195
O -3.402 -0.898 -1.315
H -4.111 -0.246 -1.358
H -3.752 -1.671 -1.771
O 2.076 -1.874 1.133
H 2.019 -1.984 2.086
H 1.316 -1.300 0.899
O 1.911 1.438 1.992
H 1.120 0.984 1.657
H 2.237 0.874 2.700
*
```

Charges per atom according to natural (NBO) partitioning, unit e: atom 1 (O): -0.96, atom 2 (H): 0.48, atom 3 (H): 0.48, atom 4 (O): -0.99, atom 5 (H): 0.51, atom 6 (H): 0.50, atom 7 (O): -0.94, atom 8 (H): 0.47, atom 9 (H): 0.47, atom 10 (O): -0.96, atom 11 (H): 0.46, atom 12 (H): 0.49, atom 13 (O): -0.96, atom 14 (H): 0.48, atom 15 (H): 0.46

(2)
A cluster of 5 separate species, H10O5 in total at a distorted geometry, computed with ωB97M-V/def2-TZVPD.

SMILES: O.O.O.O.O
LUMO level in eV: 0.23
Relative energy (zero: lowest compared OMol25 entry of this formula, charge and spin) in eV: 1.154
HOMO energy in eV: -10.8414

The geometry in ORCA input format:
```
! wB97M-V def2-TZVPD RIJCOSX def2/J DEFGRID3
* xyz 0 1
O 0.758 0.157 -3.257
H 0.338 0.446 -4.068
H 0.132 0.446 -2.614
O 0.677 0.805 1.029
H 1.306 0.114 1.015
H 0.398 1.042 0.175
O -1.305 0.079 2.742
H -0.695 0.605 2.235
H -0.842 -0.113 3.606
O 1.565 -1.814 0.733
H 0.624 -1.738 0.441
H 1.631 -1.969 1.679
O -1.125 0.730 -1.275
H -1.611 -0.037 -1.528
H -1.855 1.251 -0.910
*
```

Charges per atom according to natural (NBO) partitioning, unit e: atom 1 (O): -0.94, atom 2 (H): 0.46, atom 3 (H): 0.47, atom 4 (O): -0.98, atom 5 (H): 0.49, atom 6 (H): 0.49, atom 7 (O): -0.98, atom 8 (H): 0.49, atom 9 (H): 0.46, atom 10 (O): -0.96, atom 11 (H): 0.49, atom 12 (H): 0.48, atom 13 (O): -0.96, atom 14 (H): 0.48, atom 15 (H): 0.49

(3)
A cluster of 5 separate species, H10O5 in total at a distorted geometry, computed with ωB97M-V/def2-TZVPD.

SMILES: O.O.O.O.O
LUMO level in eV: 0.17
Relative energy (zero: lowest compared OMol25 entry of this formula, charge and spin) in eV: 1.202
HOMO energy in eV: -10.6042

The geometry in ORCA input format:
```
! wB97M-V def2-TZVPD RIJCOSX def2/J DEFGRID3
* xyz 0 1
O 1.764 0.997 1.989
H 0.949 0.796 1.483
H 2.067 1.855 1.628
O -0.619 0.492 0.854
H -1.258 1.104 1.213
H -0.999 -0.367 0.889
O -1.765 -2.134 0.465
H -1.045 -2.766 0.359
H -2.519 -2.700 0.210
O 0.925 -0.528 -1.219
H 0.361 -0.809 -0.515
H 1.768 -0.596 -0.790
O -0.178 1.742 -2.116
H 0.257 1.749 -2.906
H 0.286 1.170 -1.549
*
```

Charges per atom according to natural (NBO) partitioning, unit e: atom 1 (O): -0.98, atom 2 (H): 0.49, atom 3 (H): 0.46, atom 4 (O): -0.97, atom 5 (H): 0.49, atom 6 (H): 0.50, atom 7 (O): -0.96, atom 8 (H): 0.48, atom 9 (H): 0.49, atom 10 (O): -0.93, atom 11 (H): 0.47, atom 12 (H): 0.47, atom 13 (O): -0.96, atom 14 (H): 0.45, atom 15 (H): 0.49

(4)
A cluster of 5 separate species, H10O5 in total, computed with ωB97M-V/def2-TZVPD.

SMILES: O.O.O.O.O
LUMO level in eV: 0.32
Relative energy (zero: lowest compared OMol25 entry of this formula, charge and spin) in eV: 1.162
HOMO energy in eV: -10.7080

The geometry in ORCA input format:
```
! wB97M-V def2-TZVPD RIJCOSX def2/J DEFGRID3
* xyz 0 1
O 0.162 0.490 2.772
H 0.059 1.367 3.141
H 0.725 0.031 3.396
O 1.085 0.842 -0.205
H 0.538 1.016 0.561
H 0.518 0.349 -0.798
O -0.625 -0.216 -1.858
H -1.501 -0.411 -1.526
H -0.725 -0.208 -2.810
O -2.019 -1.281 1.781
H -1.965 -1.800 2.583
H -1.397 -0.566 1.915
O 2.062 0.127 -3.163
H 1.884 0.262 -2.232
H 1.199 -0.002 -3.556
*
```

Charges per atom according to natural (NBO) partitioning, unit e: atom 1 (O): -0.96, atom 2 (H): 0.48, atom 3 (H): 0.49, atom 4 (O): -0.98, atom 5 (H): 0.47, atom 6 (H): 0.48, atom 7 (O): -0.95, atom 8 (H): 0.49, atom 9 (H): 0.48, atom 10 (O): -0.96, atom 11 (H): 0.47, atom 12 (H): 0.49, atom 13 (O): -0.93, atom 14 (H): 0.48, atom 15 (H): 0.45

(5)
A cluster of 5 separate species, H10O5 in total at a distorted geometry, computed with ωB97M-V/def2-TZVPD.

SMILES: O.O.O.O.O
LUMO level in eV: -0.18
Relative energy (zero: lowest compared OMol25 entry of this formula, charge and spin) in eV: 1.083
HOMO energy in eV: -10.7232

The geometry in ORCA input format:
```
! wB97M-V def2-TZVPD RIJCOSX def2/J DEFGRID3
* xyz 0 1
O -1.087 9.066 25.163
H -1.722 8.490 25.624
H -0.317 8.519 25.071
O 1.143 7.428 25.180
H 1.157 7.014 26.034
H 0.769 6.800 24.545
O -1.135 5.251 26.065
H -1.908 5.821 26.121
H -1.654 4.520 25.757
O -0.130 5.815 23.552
H -0.694 6.449 23.133
H -0.546 5.582 24.395
O 3.251 8.040 23.371
H 3.971 8.467 23.786
H 2.689 7.922 24.144
*
```

Charges per atom according to natural (NBO) partitioning, unit e: atom 1 (O): -0.95, atom 2 (H): 0.44, atom 3 (H): 0.49, atom 4 (O): -0.99, atom 5 (H): 0.48, atom 6 (H): 0.50, atom 7 (O): -0.92, atom 8 (H): 0.47, atom 9 (H): 0.48, atom 10 (O): -0.95, atom 11 (H): 0.48, atom 12 (H): 0.48, atom 13 (O): -0.95, atom 14 (H): 0.45, atom 15 (H): 0.48

(6)
A cluster of 5 separate species, H10O5 in total at a distorted geometry, computed with ωB97M-V/def2-TZVPD.

SMILES: O.O.O.O.O
LUMO level in eV: 0.43
Relative energy (zero: lowest compared OMol25 entry of this formula, charge and spin) in eV: 1.123
HOMO energy in eV: -10.0248

The geometry in ORCA input format:
```
! wB97M-V def2-TZVPD RIJCOSX def2/J DEFGRID3
* xyz 0 1
O -25.976 11.963 21.158
H -26.030 12.148 20.232
H -25.796 12.856 21.489
O -23.170 13.873 24.290
H -22.831 13.267 24.954
H -22.441 14.459 24.214
O -25.154 14.392 21.775
H -24.939 14.571 22.655
H -25.240 15.240 21.338
O -24.568 16.905 20.359
H -24.669 17.685 19.778
H -24.424 16.185 19.775
O -23.364 12.112 22.193
H -23.488 12.583 22.999
H -24.179 11.827 21.824
*
```

Charges per atom according to natural (NBO) partitioning, unit e: atom 1 (O): -0.97, atom 2 (H): 0.46, atom 3 (H): 0.49, atom 4 (O): -0.94, atom 5 (H): 0.48, atom 6 (H): 0.48, atom 7 (O): -0.96, atom 8 (H): 0.49, atom 9 (H): 0.49, atom 10 (O): -0.95, atom 11 (H): 0.48, atom 12 (H): 0.47, atom 13 (O): -0.99, atom 14 (H): 0.47, atom 15 (H): 0.49

(7)
A cluster of 5 separate species, H10O5 in total, computed with ωB97M-V/def2-TZVPD.

SMILES: O.O.O.O.O
LUMO level in eV: 0.30
Relative energy (zero: lowest compared OMol25 entry of this formula, charge and spin) in eV: 0.886
HOMO energy in eV: -10.8923

The geometry in ORCA input format:
```
! wB97M-V def2-TZVPD RIJCOSX def2/J DEFGRID3
* xyz 0 1
O -2.159 0.280 1.172
H -2.522 -0.573 1.432
H -2.455 0.897 1.851
O 1.525 0.847 -1.847
H 0.733 0.746 -2.384
H 1.890 1.696 -2.116
O -2.051 1.526 -1.415
H -2.063 1.115 -0.533
H -2.118 0.788 -2.027
O 0.824 -0.013 0.847
H 1.347 0.119 0.042
H -0.033 0.377 0.640
O 2.752 -2.629 1.408
H 2.146 -2.043 0.937
H 2.182 -3.134 1.995
*
```

Charges per atom according to natural (NBO) partitioning, unit e: atom 1 (O): -0.96, atom 2 (H): 0.49, atom 3 (H): 0.49, atom 4 (O): -0.95, atom 5 (H): 0.48, atom 6 (H): 0.48, atom 7 (O): -0.96, atom 8 (H): 0.49, atom 9 (H): 0.46, atom 10 (O): -0.98, atom 11 (H): 0.49, atom 12 (H): 0.48, atom 13 (O): -0.95, atom 14 (H): 0.48, atom 15 (H): 0.46

(8)
A structure of composition H10O5 at a distorted geometry, computed with ωB97M-V/def2-TZVPD.

LUMO level in eV: -0.12
Relative energy (zero: lowest compared OMol25 entry of this formula, charge and spin) in eV: 9.456
HOMO energy in eV: -8.1877

The geometry in ORCA input format:
```
! wB97M-V def2-TZVPD RIJCOSX def2/J DEFGRID3
* xyz 0 1
O 18.916 -8.049 -13.025
H 19.741 -7.663 -12.731
H 18.277 -7.341 -12.939
O 19.627 -8.512 -14.782
H 19.530 -9.462 -14.725
H 19.071 -8.171 -14.081
O 17.846 -9.950 -14.742
H 18.203 -10.807 -14.511
H 17.987 -9.877 -15.686
O 20.859 -9.453 -12.397
H 20.284 -8.742 -12.683
H 20.310 -10.236 -12.435
O 20.749 -7.344 -15.732
H 20.235 -7.988 -15.244
H 20.116 -6.671 -15.981
*
```

Charges per atom according to natural (NBO) partitioning, unit e: atom 1 (O): -0.81, atom 2 (H): 0.49, atom 3 (H): 0.51, atom 4 (O): -0.87, atom 5 (H): 0.46, atom 6 (H): 0.44, atom 7 (O): -0.93, atom 8 (H): 0.47, atom 9 (H): 0.49, atom 10 (O): -0.90, atom 11 (H): 0.42, atom 12 (H): 0.46, atom 13 (O): -1.05, atom 14 (H): 0.40, atom 15 (H): 0.41

(9)
An isolated molecule of H10Si7 at a distorted geometry, computed with ωB97M-V/def2-TZVPD.

LUMO level (alpha / beta) in eV: 0.23 / -2.36
HOMO energy (alpha / beta) in eV: -7.2329 / -9.0069

The geometry in ORCA input format:
```
! wB97M-V def2-TZVPD RIJCOSX def2/J DEFGRID3
* xyz 0 3
Si 1.637 1.321 -1.098
Si -1.850 0.484 -0.788
Si 0.183 0.065 2.163
Si -0.253 1.596 0.494
Si 2.702 -0.605 -0.184
Si -0.878 -1.593 -0.861
Si 0.903 -1.639 0.685
H 1.130 1.132 -2.487
H 2.472 2.520 -1.101
H -3.123 0.409 -0.099
H -1.912 0.957 -2.291
H 1.612 0.340 2.898
H -0.885 -0.079 3.112
H -1.105 2.827 0.794
H 0.065 -1.929 -2.043
H -1.490 -2.940 -0.816
H 0.793 -2.867 1.622
*
```

Charges per atom according to natural (NBO) partitioning, unit e: atom 1 (Si): 0.23, atom 2 (Si): 0.23, atom 3 (Si): 0.24, atom 4 (Si): 0.00, atom 5 (Si): 0.20, atom 6 (Si): 0.16, atom 7 (Si): -0.08, atom 8 (H): -0.12, atom 9 (H): -0.12, atom 10 (H): -0.11, atom 11 (H): -0.08, atom 12 (H): -0.10, atom 13 (H): -0.12, atom 14 (H): -0.08, atom 15 (H): -0.10, atom 16 (H): -0.09, atom 17 (H): -0.06

(10)
A structure of composition H11Na4O6 at a distorted geometry, computed with ωB97M-V/def2-TZVPD.

LUMO level (alpha / beta) in eV: -6.95 / -7.54
HOMO energy (alpha / beta) in eV: -11.8035 / -17.1881

The geometry in ORCA input format:
```
! wB97M-V def2-TZVPD RIJCOSX def2/J DEFGRID3
* xyz 2 2
Na 18.399 -1.818 17.117
Na 15.139 -2.608 18.007
Na 17.420 -2.027 20.414
Na 16.421 -5.306 19.640
O 17.480 -3.581 18.315
H 18.067 -4.279 17.964
O 19.665 -3.037 20.717
H 20.617 -2.946 20.772
H 19.527 -3.725 20.066
O 18.445 -6.260 15.966
H 17.491 -6.256 16.048
H 18.660 -7.157 15.712
O 16.029 -4.600 16.426
H 16.718 -4.207 16.963
H 15.835 -5.433 16.857
O 19.088 -3.919 14.987
H 18.632 -4.079 14.161
H 18.907 -4.696 15.517
O 18.898 -6.479 18.776
H 18.851 -6.371 17.826
H 19.831 -6.411 18.979
*
```

Charges per atom according to natural (NBO) partitioning, unit e: atom 1 (Na): 0.93, atom 2 (Na): 0.55, atom 3 (Na): 0.65, atom 4 (Na): 0.87, atom 5 (O): -1.44, atom 6 (H): 0.45, atom 7 (O): -0.98, atom 8 (H): 0.51, atom 9 (H): 0.48, atom 10 (O): -0.97, atom 11 (H): 0.49, atom 12 (H): 0.52, atom 13 (O): -0.97, atom 14 (H): 0.48, atom 15 (H): 0.45, atom 16 (O): -0.99, atom 17 (H): 0.49, atom 18 (H): 0.48, atom 19 (O): -0.99, atom 20 (H): 0.49, atom 21 (H): 0.50

(11)
A cluster of 6 separate species, H11O5S in total at a distorted geometry, computed with ωB97M-V/def2-TZVPD.

LUMO level in eV: 2.91
Relative energy (zero: lowest compared OMol25 entry of this formula, charge and spin) in eV: 1.297
HOMO energy in eV: -4.4330

The geometry in ORCA input format:
```
! wB97M-V def2-TZVPD RIJCOSX def2/J DEFGRID3
* xyz -1 1
S -0.591 -0.486 -1.844
H 0.243 0.254 -2.493
H 0.790 0.711 1.107
H -0.129 1.405 0.121
O 0.287 1.542 1.032
H 1.293 1.945 6.289
H 2.178 2.679 5.231
O 2.187 2.075 5.975
H 1.134 -2.658 -1.986
H 1.072 -2.963 -0.634
O 1.655 -3.202 -1.372
H 0.634 -1.608 1.306
H -0.532 -1.348 0.303
O -0.320 -1.704 1.202
H -3.331 1.673 -2.846
H -2.016 1.438 -3.202
O -2.761 2.048 -3.534
*
```

Charges per atom according to natural (NBO) partitioning, unit e: atom 1 (S): -1.04, atom 2 (H): 0.11, atom 3 (H): 0.46, atom 4 (H): 0.50, atom 5 (O): -0.97, atom 6 (H): 0.47, atom 7 (H): 0.48, atom 8 (O): -0.95, atom 9 (H): 0.49, atom 10 (H): 0.47, atom 11 (O): -0.97, atom 12 (H): 0.45, atom 13 (H): 0.50, atom 14 (O): -0.99, atom 15 (H): 0.46, atom 16 (H): 0.49, atom 17 (O): -0.97

(12)
A cluster of 2 separate species, H12N2Si4 in total at a distorted geometry, computed with ωB97M-V/def2-TZVPD.

LUMO level (alpha / beta) in eV: 0.54 / -2.23
Relative energy (zero: lowest compared OMol25 entry of this formula, charge and spin) in eV: 0.497
HOMO energy (alpha / beta) in eV: -6.6390 / -9.0329

The geometry in ORCA input format:
```
! wB97M-V def2-TZVPD RIJCOSX def2/J DEFGRID3
* xyz 0 3
N -1.612 -1.910 1.552
N 2.121 -0.639 1.066
Si -2.842 1.361 0.284
Si 2.447 0.048 -2.098
Si -1.000 0.083 -0.282
Si 1.313 0.364 -0.095
H -2.268 -1.394 2.135
H -0.731 -1.904 2.065
H 1.983 -0.444 2.045
H 2.109 -1.637 0.927
H -4.083 0.923 -0.362
H -3.089 1.404 1.729
H -2.651 2.763 -0.129
H 3.895 -0.151 -2.019
H 1.901 -1.105 -2.825
H 2.231 1.216 -2.961
H -1.272 -0.684 -1.517
H 1.550 1.706 0.485
*
```

Charges per atom according to natural (NBO) partitioning, unit e: atom 1 (N): -0.58, atom 2 (N): -1.28, atom 3 (Si): 0.41, atom 4 (Si): 0.39, atom 5 (Si): 0.08, atom 6 (Si): 0.69, atom 7 (H): 0.30, atom 8 (H): 0.30, atom 9 (H): 0.39, atom 10 (H): 0.39, atom 11 (H): -0.12, atom 12 (H): -0.15, atom 13 (H): -0.13, atom 14 (H): -0.13, atom 15 (H): -0.14, atom 16 (H): -0.13, atom 17 (H): -0.14, atom 18 (H): -0.15

Results for E_tot: -10399.944, -10399.695, -10399.648, -10399.688, -10399.767, -10399.726, -10399.963, -10391.393, -55300.471, -30117.368, -21253.176, -34680.646 (in eV, following the order of the records).